[1]
The following is a DFT calculation (wB97M-V/def2-TZVPD) of a structure of composition C2HFGaO2 in a non-equilibrium geometry.

Results
- HOMO (spin up / spin down): -28.829 / -30.265 eV
- F_max: 7.317 eV/A
- DFT total energy: -61229.943 eV
- Energy above the lowest of the compared OMol25 structures with the same formula, charge and spin: 12.6 kcal per mole
- Charge: +3
- Orbital gap (spin up / spin down): 0.2614 / 0.3311 Ha
- 2S+1: 1

XYZ file:
```
7
Properties=species:S:1:pos:R:3:mulliken_charge:R:1
O 1.930 -0.243 -0.006 0.216
C -0.239 -0.322 0.708 0.245
C 0.893 0.324 0.074 0.691
O -0.209 0.519 -0.679 0.067
Ga -0.973 1.118 -2.110 1.285
F -0.596 -1.563 0.509 0.052
H -0.806 0.167 1.505 0.443
```

---

[2]
The following is a DFT calculation (wB97M-V/def2-TZVPD) of a cluster of 2 separate species, C2HFIN in total in a non-equilibrium geometry.

Results
- HOMO (spin up / spin down): -10.416 / -10.415 eV
- F_max: 2.497 eV/A
- DFT total energy: -14393.114 eV
- Energy above the lowest of the compared OMol25 structures with the same formula, charge and spin: 91.8 kcal per mole
- Orbital gap (spin up / spin down): 0.2435 / 0.2434 Ha
- 2S+1: 1

XYZ file:
```
6
Properties=species:S:1:pos:R:3:nbo_charge:R:1
C -0.513 0.048 1.046 0.139
C -0.140 -0.366 -0.268 -0.153
N -0.679 0.521 2.088 -0.130
F 2.265 0.585 -0.423 -0.570
I -1.065 0.563 -1.835 0.453
H 0.131 -1.351 -0.608 0.261
```

---

[3]
The following is a DFT calculation (wB97M-V/def2-TZVPD) of the molecule C2HFINO2 in a non-equilibrium geometry.

Results
- HOMO (spin up / spin down): -7.565 / -9.977 eV
- F_max: 6.620 eV/A
- DFT total energy: -18485.661 eV
- Energy above the lowest of the compared OMol25 structures with the same formula, charge and spin: 0.0 kcal per mole
- Orbital gap (spin up / spin down): 0.2776 / 0.2238 Ha
- 2S+1: 3

XYZ file:
```
8
Properties=species:S:1:pos:R:3:nbo_charge:R:1
C -0.036 0.263 -0.462 -0.200
C 0.743 0.777 0.525 0.218
N -0.764 -0.907 -0.537 0.303
O -0.801 -1.586 0.523 -0.084
O -1.236 -1.194 -1.609 -0.396
F 1.378 1.894 0.362 -0.303
I 0.966 -0.084 2.435 0.231
H -0.250 0.838 -1.237 0.231
```

---

[4]
The following is a DFT calculation (wB97M-V/def2-TZVPD) of a structure of composition C2HFMnO2 in a non-equilibrium geometry.

Results
- HOMO (spin up / spin down): -7.782 / -8.122 eV
- F_max: 6.827 eV/A
- DFT total energy: -40216.995 eV
- Energy above the lowest of the compared OMol25 structures with the same formula, charge and spin: 6.4 kcal per mole
- Orbital gap (spin up / spin down): 0.1958 / 0.2114 Ha
- 2S+1: 6

XYZ file:
```
7
Properties=species:S:1:pos:R:3:nbo_charge:R:1
C -0.786 0.013 -0.166 -0.180
H -1.097 -0.658 -0.981 0.175
F -1.887 -0.107 0.709 -0.398
O 1.028 -0.103 -1.035 -0.779
C 0.795 -0.410 0.195 0.645
O 1.136 -0.576 1.371 -0.609
Mn 0.811 1.841 -0.095 1.146
```

---

[5]
The following is a DFT calculation (wB97M-V/def2-TZVPD) of the molecule C2HFN2O2 in a non-equilibrium geometry.

Results
- HOMO (spin up / spin down): -12.188 / -12.189 eV
- F_max: 4.447 eV/A
- DFT total energy: -11878.438 eV
- SMILES string: N#C[C@@H](F)[N+](=O)[O-]
- Energy above the lowest of the compared OMol25 structures with the same formula, charge and spin: 96.9 kcal per mole
- Orbital gap (spin up / spin down): 0.4223 / 0.4223 Ha
- 2S+1: 1

XYZ file:
```
8
Properties=species:S:1:pos:R:3:nbo_charge:R:1
C 1.014 0.792 -0.360 0.183
C 0.448 -0.428 0.153 0.235
N 1.551 1.756 -0.712 -0.194
N -1.120 -0.210 -0.008 0.512
O -1.691 -0.795 -0.869 -0.329
O -1.634 0.653 0.676 -0.340
F 0.736 -0.503 1.456 -0.279
H 0.697 -1.265 -0.336 0.212
```

---

[6]
The following is a DFT calculation (wB97M-V/def2-TZVPD) of the molecule C2HFN2OS in a non-equilibrium geometry.

Results
- HOMO: -9.688 eV
- F_max: 4.645 eV/A
- DFT total energy: -20666.789 eV
- SMILES string: Fc1onnc1S
- Energy above the lowest of the compared OMol25 structures with the same formula, charge and spin: 62.7 kcal per mole
- Orbital gap: 0.3684 Ha
- 2S+1: 1

XYZ file:
```
8
Properties=species:S:1:pos:R:3:nbo_charge:R:1
C 0.037 0.089 -0.387 -0.199
C -0.283 -0.890 0.408 0.628
H 1.126 1.336 -1.784 0.186
N 0.171 1.137 0.577 -0.158
N -0.001 0.723 1.708 0.125
O -0.599 -0.647 1.710 -0.329
F -0.588 -2.071 0.004 -0.273
S 0.137 0.323 -2.236 0.019
```

---

[7]
The following is a DFT calculation (wB97M-V/def2-TZVPD) of a structure of composition C2HFO2Ru in a non-equilibrium geometry.

Results
- HOMO (spin up / spin down): -20.107 / -21.198 eV
- F_max: 7.113 eV/A
- DFT total energy: -11454.658 eV
- Energy above the lowest of the compared OMol25 structures with the same formula, charge and spin: 0.0 kcal per mole
- Charge: +2
- Orbital gap (spin up / spin down): 0.2845 / 0.2422 Ha
- 2S+1: 7

XYZ file:
```
7
Properties=species:S:1:pos:R:3:nbo_charge:R:1
C 0.463 -1.058 -0.242 0.234
C 1.215 -0.860 0.842 0.730
O 1.720 -0.751 1.875 -0.042
Ru -1.143 1.200 -0.992 1.473
F 0.407 -0.019 -1.180 -0.303
H 0.029 -2.004 -0.551 0.328
O -2.007 0.415 0.454 -0.420
```

---

[8]
The following is a DFT calculation (wB97M-V/def2-TZVPD) of a cluster of 2 separate species, C2HFO3 in total in a non-equilibrium geometry.

Results
- HOMO: -11.884 eV
- F_max: 1.606 eV/A
- DFT total energy: -10950.736 eV
- SMILES string: O=C=O.O=CF
- Energy above the lowest of the compared OMol25 structures with the same formula, charge and spin: 0.0 kcal per mole
- Orbital gap: 0.4565 Ha
- 2S+1: 1

XYZ file:
```
7
Properties=species:S:1:pos:R:3:nbo_charge:R:1
C 3.045 -0.049 -0.444 1.038
C -0.281 0.538 -0.547 0.740
O 3.982 -0.220 -1.074 -0.495
O -0.283 1.708 -0.590 -0.514
O 2.098 0.126 0.179 -0.538
F 0.105 -0.211 -1.596 -0.353
H -0.603 -0.132 0.261 0.122
```

---

[9]
The following is a DFT calculation (wB97M-V/def2-TZVPD) of the molecule C2HI in a non-equilibrium geometry.

Results
- HOMO (spin up / spin down): -8.287 / -9.289 eV
- F_max: 1.559 eV/A
- DFT total energy: -10179.790 eV
- Orbital gap (spin up / spin down): 0.2324 / 0.2816 Ha
- 2S+1: 3

XYZ file:
```
4
Properties=species:S:1:pos:R:3:nbo_charge:R:1
C 0.787 -0.464 0.533 -0.379
C -1.179 1.518 -0.147 -0.341
I -1.163 -0.516 -0.164 0.611
H 1.556 -0.539 -0.222 0.109
```

---

[10]
The following is a DFT calculation (wB97M-V/def2-TZVPD) of a cluster of 2 separate species, C2HI2N3 in total in a non-equilibrium geometry.

Results
- HOMO: -8.957 eV
- F_max: 1.199 eV/A
- DFT total energy: -22758.013 eV
- Energy above the lowest of the compared OMol25 structures with the same formula, charge and spin: 43.0 kcal per mole
- Orbital gap: 0.3112 Ha
- 2S+1: 1

XYZ file:
```
8
Properties=species:S:1:pos:R:3:nbo_charge:R:1
C -1.117 -0.206 -0.252 0.620
C 1.474 -0.291 0.804 0.272
N -1.377 0.934 0.054 -0.710
N -0.617 -1.187 -0.741 -0.699
N 2.134 0.530 0.322 -0.728
I -3.093 1.961 -0.007 0.378
I -0.092 -2.984 -0.084 0.420
H 2.689 1.245 -0.096 0.447
```

---

[11]
The following is a DFT calculation (wB97M-V/def2-TZVPD) of a structure of composition C2HI3 in a non-equilibrium geometry.

Results
- HOMO: -8.832 eV
- F_max: 6.861 eV/A
- DFT total energy: -26390.516 eV
- Energy above the lowest of the compared OMol25 structures with the same formula, charge and spin: 4.0 kcal per mole
- Orbital gap: 0.3123 Ha
- 2S+1: 1

XYZ file:
```
6
Properties=species:S:1:pos:R:3:nbo_charge:R:1
C 0.216 0.791 -0.185 -0.419
C -0.265 -0.479 0.177 -0.422
I 1.515 0.957 -1.785 0.176
I -1.571 -0.359 1.815 0.187
I 0.045 -2.493 -0.449 0.256
H 0.060 1.584 0.427 0.223
```

---

[12]
The following is a DFT calculation (wB97M-V/def2-TZVPD) of the molecule C2HIN2O2 in a non-equilibrium geometry.

Results
- HOMO: -10.776 eV
- F_max: 2.713 eV/A
- DFT total energy: -17261.750 eV
- SMILES string: N#C[C@@H](I)[N+](=O)[O-]
- Energy above the lowest of the compared OMol25 structures with the same formula, charge and spin: 41.0 kcal per mole
- Orbital gap: 0.3370 Ha
- 2S+1: 1

XYZ file:
```
8
Properties=species:S:1:pos:R:3:nbo_charge:R:1
C -0.263 0.908 1.012 0.195
C -0.315 0.212 -0.208 -0.343
N -0.091 1.696 1.803 -0.208
N 0.243 -1.139 -0.085 0.510
O -0.374 -1.976 -0.691 -0.341
O 1.262 -1.270 0.544 -0.335
I 0.880 1.268 -1.682 0.219
H -1.342 0.301 -0.692 0.302
```

---

[13]
The following is a DFT calculation (wB97M-V/def2-TZVPD) of a structure of composition C2HInO3 in a non-equilibrium geometry.

Results
- HOMO (spin up / spin down): -21.827 / -20.285 eV
- F_max: 8.193 eV/A
- DFT total energy: -13377.442 eV
- Energy above the lowest of the compared OMol25 structures with the same formula, charge and spin: 136.5 kcal per mole
- Charge: +2
- Orbital gap (spin up / spin down): 0.2909 / 0.2250 Ha
- 2S+1: 1

XYZ file:
```
7
Properties=species:S:1:pos:R:3:mulliken_charge:R:1
H -0.615 -2.334 -0.460 0.444
O -1.789 -1.107 0.623 -0.109
O 1.670 2.421 0.013 0.020
O 0.791 0.281 -0.102 -0.309
C -0.826 -1.280 -0.171 0.330
C 1.843 1.305 -0.173 0.642
In -1.073 0.714 0.270 0.982
```

---

[14]
The following is a DFT calculation (wB97M-V/def2-TZVPD) of a cluster of 2 separate species, C2HN2O2 in total in a non-equilibrium geometry.

Results
- HOMO (spin up / spin down): -4.306 / -4.263 eV
- F_max: 5.399 eV/A
- DFT total energy: -9159.470 eV
- Energy above the lowest of the compared OMol25 structures with the same formula, charge and spin: 156.1 kcal per mole
- Charge: -1
- Orbital gap (spin up / spin down): 0.2766 / 0.2751 Ha
- 2S+1: 1

XYZ file:
```
7
Properties=species:S:1:pos:R:3:nbo_charge:R:1
C 0.845 -0.994 -1.637 0.187
C -0.324 -0.679 -1.070 -0.041
N 1.895 -1.213 -2.095 -0.421
N -1.621 -0.848 -1.170 0.396
O -2.453 -0.365 -0.391 -0.498
O -1.946 -1.549 -2.175 -0.535
H 0.221 0.356 0.618 -0.086
```

---

[15]
The following is a DFT calculation (wB97M-V/def2-TZVPD) of a cluster of 2 separate species, C2HN2O3 in total in a non-equilibrium geometry.

Results
- HOMO (spin up / spin down): -2.874 / -4.660 eV
- F_max: 8.672 eV/A
- DFT total energy: -11208.151 eV
- Energy above the lowest of the compared OMol25 structures with the same formula, charge and spin: 55.0 kcal per mole
- Charge: -1
- Orbital gap (spin up / spin down): 0.2574 / 0.2685 Ha
- 2S+1: 3

XYZ file:
```
8
Properties=species:S:1:pos:R:3:nbo_charge:R:1
C -1.030 -1.488 0.116 0.536
C 2.263 -0.776 -0.383 0.703
N -2.131 -1.189 0.159 -0.718
N 0.652 0.898 0.109 -0.129
O 0.143 -1.847 0.136 -0.780
O 3.112 -1.556 -0.275 -0.557
O 1.800 0.239 0.065 -0.392
H -0.105 0.195 0.039 0.337
```

---

[16]
The following is a DFT calculation (wB97M-V/def2-TZVPD) of a cluster of 2 separate species, C2HN2OS in total in a non-equilibrium geometry.

Results
- HOMO (spin up / spin down): -1.297 / -4.145 eV
- F_max: 5.626 eV/A
- DFT total energy: -17950.710 eV
- Energy above the lowest of the compared OMol25 structures with the same formula, charge and spin: 0.0 kcal per mole
- Charge: -1
- Orbital gap (spin up / spin down): 0.1897 / 0.2765 Ha
- 2S+1: 3

XYZ file:
```
7
Properties=species:S:1:pos:R:3:nbo_charge:R:1
C -0.693 -0.185 -0.647 0.179
C -0.218 -1.030 0.298 -0.402
N 1.337 1.434 1.200 -0.055
N 0.337 1.534 0.685 -0.032
O -1.700 0.400 -1.065 -0.617
S 1.176 -1.298 1.018 -0.121
H -0.238 -0.855 -1.488 0.047
```

---

[17]
The following is a DFT calculation (wB97M-V/def2-TZVPD) of the ion C2HN2S3 with charge -1 in a non-equilibrium geometry.

Results
- HOMO (spin up / spin down): -3.754 / -3.753 eV
- F_max: 1.744 eV/A
- DFT total energy: -37575.119 eV
- SMILES string: S=N/N=C\C(=S)[S-]
- Energy above the lowest of the compared OMol25 structures with the same formula, charge and spin: 53.7 kcal per mole
- Charge: -1
- Orbital gap (spin up / spin down): 0.2318 / 0.2317 Ha
- 2S+1: 1

XYZ file:
```
8
Properties=species:S:1:pos:R:3:nbo_charge:R:1
C -0.755 0.433 0.030 -0.102
C -0.761 -1.006 0.045 -0.375
N 0.326 1.133 -0.011 -0.114
N 1.480 0.818 -0.262 -0.249
S 2.942 1.162 0.166 0.039
S -2.269 -1.726 0.135 -0.274
S 0.727 -1.778 -0.115 -0.134
H -1.690 0.962 0.011 0.208
```

---

[18]
The following is a DFT calculation (wB97M-V/def2-TZVPD) of the molecule C2HN3 in a non-equilibrium geometry.

Results
- HOMO (spin up / spin down): -9.098 / -9.099 eV
- F_max: 5.149 eV/A
- DFT total energy: -6552.473 eV
- Energy above the lowest of the compared OMol25 structures with the same formula, charge and spin: 143.4 kcal per mole
- Orbital gap (spin up / spin down): 0.2848 / 0.2849 Ha
- 2S+1: 1

XYZ file:
```
6
Properties=species:S:1:pos:R:3:nbo_charge:R:1
C 2.407 -0.054 -0.029 0.124
C 1.186 1.027 0.046 0.352
N 3.571 0.031 0.021 -0.220
N 1.275 -0.800 -0.020 -0.318
N 0.295 0.100 -0.047 -0.404
H -0.735 0.091 0.269 0.467
```

---

[19]
The following is a DFT calculation (wB97M-V/def2-TZVPD) of a cluster of 3 separate species, C2HN3O2 in total in a non-equilibrium geometry.

Results
- HOMO: -11.510 eV
- F_max: 1.741 eV/A
- DFT total energy: -10655.809 eV
- Energy above the lowest of the compared OMol25 structures with the same formula, charge and spin: 4.4 kcal per mole
- Orbital gap: 0.4315 Ha
- 2S+1: 1

XYZ file:
```
8
Properties=species:S:1:pos:R:3:nbo_charge:R:1
C 2.551 -1.120 0.583 0.279
C -2.352 -0.218 -1.201 1.039
N 1.357 1.944 2.305 0.015
N 0.744 1.673 1.434 -0.015
N 1.611 -0.964 -0.078 -0.738
O -1.326 -0.727 -1.152 -0.548
O -3.373 0.289 -1.252 -0.486
H 0.787 -0.877 -0.638 0.454
```

---

[20]
The following is a DFT calculation (wB97M-V/def2-TZVPD) of the molecule C2HN3O2 in a non-equilibrium geometry.

Results
- HOMO: -10.516 eV
- F_max: 7.184 eV/A
- DFT total energy: -10649.822 eV
- SMILES string: O=c1cnonn1
- Energy above the lowest of the compared OMol25 structures with the same formula, charge and spin: 142.5 kcal per mole
- Orbital gap: 0.3536 Ha
- 2S+1: 1

XYZ file:
```
8
Properties=species:S:1:pos:R:3:nbo_charge:R:1
C -0.177 -0.141 -0.985 0.551
C 0.889 -0.502 0.084 -0.029
H 1.899 -1.050 -0.151 0.251
N 0.675 -0.165 1.340 -0.082
N -1.318 1.057 0.744 0.254
N -1.171 0.693 -0.517 -0.327
O -0.335 -0.614 -2.067 -0.478
O -0.463 0.722 1.552 -0.140
```